No. 1
C14H16I2LuN7O3 as an isolated structure, computed with ωB97M-V/def2-TZVPD.

CARTESIAN COORDINATES (ANGSTROEM)
Lu  -13.50  -0.64  -4.84
I  -20.34  3.05  -5.66
C  -18.52  2.11  -5.71
C  -17.99  1.72  -6.95
C  -16.71  1.15  -7.07
I  -16.08  0.80  -9.01
C  -15.96  0.98  -5.88
O  -14.68  0.58  -5.94
C  -16.51  1.40  -4.65
C  -15.77  1.09  -3.38
N  -15.11  -0.28  -3.24
C  -16.15  -1.34  -3.16
C  -15.95  -2.51  -4.12
C  -16.87  -3.56  -4.03
C  -16.83  -4.56  -5.00
C  -15.70  -4.61  -5.88
C  -14.82  -3.53  -5.88
N  -14.95  -2.52  -5.02
C  -17.71  2.08  -4.61
H  -18.58  1.79  -7.84
H  -16.50  1.21  -2.58
H  -14.93  1.84  -3.21
H  -14.67  -0.17  -2.33
H  -17.18  -0.94  -3.26
H  -16.12  -1.80  -2.16
H  -17.52  -3.54  -3.18
H  -17.62  -5.33  -5.01
H  -15.67  -5.26  -6.76
H  -13.96  -3.60  -6.51
H  -18.12  2.31  -3.64
N  -12.47  -2.79  -3.23
N  -11.78  -2.15  -2.13
C  -11.43  -0.86  -2.17
N  -11.00  -0.28  -1.03
N  -11.93  -0.25  -3.29
N  -11.61  1.02  -3.66
O  -12.17  1.41  -4.74
O  -11.01  1.82  -2.91
H  -13.17  -3.41  -2.83
H  -11.75  -3.36  -3.69
H  -11.70  -2.62  -1.19
H  -10.72  -0.81  -0.24
H  -10.75  0.70  -1.11

Orbital gap   5.086 eV
Charge   +2

---

No. 2
A 2-piece molecular cluster, C3H12NP2 overall, computed with ωB97M-V/def2-TZVPD.

CARTESIAN COORDINATES (ANGSTROEM)
C  0.10  -0.63  -1.37
C  0.25  1.89  -0.27
C  -0.55  -0.60  0.97
N  0.40  -0.28  0.00
P  -2.28  0.03  0.50
P  2.05  -0.01  0.80
H  0.19  -1.69  -1.64
H  -0.87  -0.40  -1.59
H  0.77  -0.07  -2.02
H  1.06  2.13  0.34
H  0.41  2.02  -1.34
H  -0.73  1.89  0.20
H  -0.29  0.04  1.87
H  -0.42  -1.70  1.14
H  -2.58  -1.21  0.25
H  -2.77  0.02  1.77
H  2.57  -1.47  0.90
H  2.69  0.03  -0.50

ΔE to the lowest compared entry with this formula, charge and spin   229.88 kJ/mol
Orbital gap   8.651 eV
Charge   +1

---

No. 3
C2H3N5O as an isolated structure, computed with ωB97M-V/def2-TZVPD.

CARTESIAN COORDINATES (ANGSTROEM)
C  0.26  -0.92  1.19
C  -0.67  -0.86  0.00
H  -2.24  0.52  -1.27
H  -0.75  1.98  -1.51
H  -0.03  -1.80  1.81
N  -0.98  0.80  -1.58
N  -0.23  0.39  -0.53
N  0.83  1.23  -0.20
N  1.67  0.85  0.65
N  1.32  -0.21  1.39
O  -1.61  -1.43  -0.54

ΔE to the lowest compared entry with this formula, charge and spin   581.94 kJ/mol
Orbital gap   9.000 eV

---

No. 4
An isolated molecule of C5H9NO2, computed with ωB97M-V/def2-TZVPD.

CARTESIAN COORDINATES (ANGSTROEM)
C  -0.46  0.48  1.25
C  2.06  -0.73  -0.14
C  0.33  1.15  0.19
C  -0.63  -0.68  0.13
C  0.84  0.05  -0.58
O  -2.85  -0.24  -0.03
O  -0.38  2.10  -0.46
N  -1.68  -0.77  -0.69
H  -3.53  -0.38  -0.69
H  -0.14  2.12  -1.40
H  0.11  0.10  2.09
H  -1.37  1.00  1.54
H  -0.23  -1.62  0.54
H  0.80  0.19  -1.67
H  2.08  -1.71  -0.62
H  2.98  -0.20  -0.41
H  2.07  -0.87  0.94

ΔE to the lowest compared entry with this formula, charge and spin   598.94 kJ/mol
Orbital gap (alpha / beta)   8.552 / 6.691 eV

---

No. 5
An isolated ion of composition C5H7N2O3 and charge -1, computed with ωB97M-V/def2-TZVPD.

CARTESIAN COORDINATES (ANGSTROEM)
C  1.94  -0.12  -0.17
C  1.15  -1.16  0.40
C  1.01  0.95  -0.03
C  0.03  -0.19  0.93
C  -1.43  -0.91  -0.83
N  -2.13  0.90  0.39
N  -1.39  -0.33  0.54
O  1.27  -2.43  0.47
O  0.84  2.17  -0.23
O  3.24  0.14  -0.68
H  0.08  -0.08  1.97
H  -2.33  -0.30  -1.33
H  -0.51  -0.65  -1.44
H  -1.50  -2.03  -0.61
H  -2.07  1.47  1.33
H  -1.67  1.48  -0.31
H  3.47  1.09  -0.41

ΔE to the lowest compared entry with this formula, charge and spin   383.58 kJ/mol
Orbital gap   7.449 eV
SMILES   CN(N)[C@H]1C(=O)C(O)=C1[O-]
Charge   -1

---

No. 6
An isolated ion of composition CH6N5O2 and charge +1, computed with ωB97M-V/def2-TZVPD.

CARTESIAN COORDINATES (ANGSTROEM)
C  0.92  -0.17  0.43
N  2.09  -0.53  0.71
N  0.06  -3.27  1.28
N  0.67  1.03  -0.35
N  -0.31  -0.81  0.63
N  -1.56  -0.43  0.23
O  -0.43  -4.00  2.02
O  -0.50  -1.92  1.54
H  2.37  -1.36  1.18
H  0.46  1.87  0.14
H  -0.29  0.63  -0.84
H  -2.09  -0.33  1.10
H  -2.16  -1.08  -0.31
H  1.55  1.08  -0.82

ΔE to the lowest compared entry with this formula, charge and spin   235.96 kJ/mol
Orbital gap   10.028 eV
SMILES   [H]/N=C(/[NH3+])N(N)ON=O
Charge   +1

---

No. 7
C3H9NO3 as an isolated structure, computed with ωB97M-V/def2-TZVPD.

CARTESIAN COORDINATES (ANGSTROEM)
C  0.34  -0.01  1.07
C  -0.01  -0.27  -1.03
C  1.46  0.98  0.95
N  -1.10  -0.57  -0.29
O  -2.02  0.47  -0.35
O  0.82  -1.23  1.51
O  -0.88  -1.00  -2.54
H  -2.83  0.07  -0.01
H  0.08  -1.85  1.53
H  -1.54  -0.37  -2.86
H  -0.48  0.37  1.69
H  0.15  0.74  -1.41
H  0.76  -1.02  -1.09
H  2.27  0.60  0.32
H  1.10  1.93  0.55
H  1.89  1.17  1.94

ΔE to the lowest compared entry with this formula, charge and spin   673.32 kJ/mol
Orbital gap (alpha / beta)   8.629 / 8.628 eV

---

No. 8
C12H12I2MnNS4 as an isolated structure, computed with ωB97M-V/def2-TZVPD.

CARTESIAN COORDINATES (ANGSTROEM)
Mn  -1.05  0.23  0.70
S  -1.16  -2.36  -1.00
C  0.13  -2.28  0.06
N  0.36  -1.28  0.91
C  1.48  -1.49  1.70
C  1.95  -0.63  2.70
C  3.09  -0.98  3.40
C  3.78  -2.16  3.12
C  3.31  -3.02  2.14
C  2.17  -2.68  1.44
S  1.35  -3.55  0.18
H  1.41  0.28  2.92
H  3.46  -0.31  4.17
H  4.67  -2.42  3.69
H  3.83  -3.95  1.93
I  0.06  2.69  2.03
C  -1.62  2.11  0.82
I  -2.44  -0.53  2.78
H  -2.50  2.35  1.41
H  -1.52  2.73  -0.06
C  -3.28  1.44  -3.15
C  -2.27  1.07  -2.10
S  -2.83  0.41  -0.67
C  -0.90  1.24  -2.32
C  -0.37  1.80  -3.61
S  0.21  0.81  -1.14
H  -4.29  1.21  -2.80
H  -3.11  0.90  -4.08
H  -3.24  2.51  -3.38
H  -0.16  2.87  -3.50
H  -1.07  1.69  -4.44
H  0.56  1.31  -3.88

Orbital gap (alpha / beta)   5.674 / 5.632 eV
Charge   -1
2S+1   2

---

No. 9
A 2-piece molecular cluster, C7H14FNO5S2 overall, computed with ωB97M-V/def2-TZVPD.

CARTESIAN COORDINATES (ANGSTROEM)
C  4.75  -2.00  0.12
C  4.75  -0.51  -0.24
S  3.43  0.44  0.56
C  2.00  -0.01  -0.44
N  0.95  -0.74  0.31
C  1.36  -1.96  1.00
S  -0.39  -0.97  -0.61
O  -0.13  -0.75  -2.00
O  -1.09  -2.13  -0.22
F  -1.22  0.26  -0.14
H  5.73  -2.46  0.00
H  4.49  -2.10  1.17
H  4.01  -2.53  -0.46
H  5.69  -0.05  0.05
H  4.66  -0.35  -1.31
H  1.56  0.92  -0.78
H  2.32  -0.54  -1.34
H  0.52  -2.36  1.55
H  2.13  -1.72  1.73
H  1.71  -2.75  0.33
C  -5.43  1.58  -0.16
C  -3.95  1.80  -0.37
O  -3.78  3.16  0.03
C  -4.80  3.49  0.87
O  -4.86  4.49  1.50
O  -5.73  2.51  0.88
H  -5.68  0.57  0.14
H  -6.02  1.84  -1.04
H  -3.34  1.17  0.28
H  -3.63  1.66  -1.40

Orbital gap   9.990 eV
SMILES   CCSCN(C)S(=O)(=O)F.O=C1OCCO1

---

No. 10
An isolated molecule of C4H2N2O3, computed with ωB97M-V/def2-TZVPD.

CARTESIAN COORDINATES (ANGSTROEM)
C  -1.35  -0.88  0.48
C  0.13  0.02  -0.82
C  1.17  0.62  -1.55
C  1.95  1.32  -0.62
H  1.36  0.61  -2.63
H  2.90  1.87  -0.75
N  1.54  1.13  0.68
N  0.48  0.35  0.46
O  -2.30  -1.53  0.83
O  -0.99  -0.69  -0.83
O  -0.43  -0.21  1.31

ΔE to the lowest compared entry with this formula, charge and spin   138.03 kJ/mol
Orbital gap   10.357 eV
SMILES   O=c1oc2ccnn2o1

---

No. 11
C30H47BCaN9O3PS as an isolated structure, computed with ωB97M-V/def2-TZVPD.

CARTESIAN COORDINATES (ANGSTROEM)
Ca  0.73  -1.81  0.69
N  -2.49  -4.72  -1.24
C  -1.46  -4.02  -0.65
S  -1.95  -2.76  0.44
N  -0.27  -4.43  -0.98
N  0.83  -3.76  -0.49
C  1.93  -4.39  -0.71
C  3.29  -3.95  -0.49
C  4.30  -4.75  -1.04
C  5.63  -4.40  -0.99
C  6.00  -3.24  -0.31
C  5.04  -2.45  0.28
C  3.66  -2.75  0.21
O  2.78  -1.93  0.72
H  -3.39  -4.29  -1.21
H  -2.25  -5.27  -2.04
H  1.84  -5.37  -1.19
H  4.00  -5.66  -1.54
H  6.38  -5.03  -1.45
H  7.04  -2.95  -0.25
H  5.32  -1.57  0.84
N  1.26  2.15  -4.02
C  2.27  1.46  -3.14
C  3.32  0.72  -3.94
C  3.94  -0.28  -2.93
N  2.88  -1.22  -2.57
C  4.53  0.53  -1.75
C  3.57  1.53  -1.07
N  2.51  0.84  -0.34
C  2.91  2.41  -2.16
H  0.96  1.50  -4.75
H  1.65  2.99  -4.45
H  0.44  2.36  -3.44
H  1.73  0.71  -2.56
H  4.09  1.39  -4.35
H  2.87  0.15  -4.76
H  4.78  -0.79  -3.41
H  2.86  -1.40  -1.58
H  3.01  -2.10  -3.04
H  5.38  1.09  -2.14
H  4.89  -0.17  -1.00
H  4.17  2.17  -0.42
H  2.01  1.46  0.28
H  2.85  0.06  0.22
H  3.67  3.05  -2.64
H  2.17  3.06  -1.68
C  -4.05  2.61  6.72
C  -2.53  2.38  6.74
C  -1.82  3.63  7.30
C  -2.24  1.21  7.67
C  -2.04  2.13  5.31
C  -2.26  3.11  4.34
C  -1.83  2.96  3.02
C  -1.17  1.79  2.69
O  -0.62  1.39  1.51
B  -0.05  0.09  1.72
O  -0.28  -0.23  3.08
C  -0.96  0.81  3.65
C  -1.38  0.96  4.96
H  -4.42  2.78  7.74
H  -4.55  1.74  6.31
H  -4.32  3.47  6.11
H  -2.13  3.81  8.33
H  -2.05  4.52  6.71
H  -0.74  3.48  7.28
H  -2.61  1.44  8.67
H  -1.16  1.02  7.75
H  -2.73  0.30  7.33
H  -2.77  4.03  4.60
H  -2.02  3.73  2.28
H  -1.19  0.16  5.66
C  -3.75  -0.47  -4.38
N  -3.33  -1.31  -3.27
C  -4.10  -0.96  -2.08
N  -3.97  0.45  -1.74
C  -4.38  1.26  -2.87
N  -3.63  0.96  -4.10
C  -2.24  1.35  -3.96
P  -1.29  0.48  -2.55
C  -1.90  -1.24  -3.02
C  -2.64  0.76  -1.26
H  -4.80  -0.67  -4.58
H  -3.16  -0.71  -5.27
H  -3.75  -1.56  -1.24
H  -5.16  -1.18  -2.28
H  -4.25  2.32  -2.63
H  -5.43  1.07  -3.07
H  -2.21  2.43  -3.79
H  -1.73  1.14  -4.91
H  -1.64  -1.90  -2.19
H  -1.35  -1.59  -3.91
H  -2.60  1.80  -0.92
H  -2.39  0.11  -0.42

ΔE to the lowest compared entry with this formula, charge and spin   237.67 kJ/mol
Orbital gap   5.920 eV

---

No. 12
An isolated molecule of C19H18N4O3, computed with ωB97M-V/def2-TZVPD.

CARTESIAN COORDINATES (ANGSTROEM)
O  -2.35  0.80  3.92
C  -1.84  0.91  2.82
N  -2.07  0.10  1.78
H  -1.58  0.30  0.91
C  -2.96  -1.03  1.82
H  -3.68  -0.85  2.63
H  -2.41  -1.95  2.05
C  -3.67  -1.20  0.48
H  -4.45  -1.97  0.59
C  -2.67  -1.71  -0.55
O  -2.37  -2.88  -0.63
N  -2.14  -0.72  -1.33
C  -1.14  -0.83  -2.31
C  -0.45  -2.01  -2.58
C  0.52  -1.99  -3.57
C  0.75  -0.81  -4.25
N  0.10  0.32  -4.00
C  -0.82  0.30  -3.05
H  -1.31  1.25  -2.86
H  1.50  -0.74  -5.04
H  1.07  -2.88  -3.81
H  -0.67  -2.91  -2.03
H  -2.45  0.23  -1.18
H  -4.14  -0.26  0.17
C  -0.85  2.04  2.49
N  0.45  1.55  2.07
C  1.44  1.39  2.99
C  2.67  0.96  2.67
C  2.98  0.67  1.30
C  4.25  0.25  0.88
C  4.49  -0.01  -0.44
C  3.48  0.15  -1.40
C  2.23  0.56  -1.01
C  1.96  0.83  0.34
C  0.63  1.24  0.73
O  -0.33  1.30  -0.04
H  1.44  0.70  -1.72
H  3.68  -0.05  -2.44
H  5.47  -0.34  -0.76
H  5.03  0.13  1.62
H  3.43  0.84  3.42
H  1.16  1.63  4.01
H  -0.73  2.67  3.37
H  -1.27  2.63  1.66

ΔE to the lowest compared entry with this formula, charge and spin   63.77 kJ/mol
Orbital gap   8.840 eV
SMILES   O=C(Cn1ccc2ccccc2c1=O)NCCC(=O)Nc1cccnc1

---

Max |F| values (in hartree/bohr) by entry order: 0.089 0.101 0.115 0.034 0.077 0.078 0.100 0.039 0.016 0.094 0.053 0.018.
E values (in hartree) by entry order: -2982.462386 -858.539116 -426.835972 -400.948635 -529.886769 -465.483689 -399.965036 -3858.450983 -1602.309161 -488.763425 -3331.958335 -1179.657762.